ORCA calculation (ωB97M-V with the def2-TZVPD basis set) on a single C6H6 molecule.

```
12
Properties=species:S:1:pos:R:3:forces:R:3
C -1.19965 -1.21228 2.73367 0.011 0.026 -0.482
C -1.13924 -1.17855 1.53269 -0.070 0.010 0.527
C -1.12442 -1.10973 0.06371 -0.042 -0.022 -0.036
C -0.15392 -0.13840 -0.46282 0.366 0.357 -0.194
C 0.64230 0.65221 -0.90017 -0.344 -0.366 0.190
C 1.62406 1.60070 -1.42833 0.051 0.049 -0.027
H -1.26461 -1.22505 3.79929 0.050 -0.029 -0.191
H -0.91281 -2.10231 -0.35399 -0.011 0.142 0.114
H -2.13317 -0.84317 -0.27557 0.147 -0.023 0.016
H 1.39200 2.62414 -1.11699 0.007 -0.162 -0.031
H 2.62889 1.35723 -1.06893 -0.148 0.026 -0.045
H 1.64058 1.57522 -2.52256 -0.015 -0.007 0.159
```
Positions in Å, forces in eV/Å.

For the largest force on an atom, the calculation gives 0.01064 hartree/bohr. The gap between HOMO and LUMO is 10.55 eV. Its electronic energy is -232.093229 hartree. The structure (SMILES) is C#CCC#CC.

Löwdin population analysis, charges in e, atoms 1 to 5: atom 1 (C): 0.106, atom 2 (C): -0.145, atom 3 (C): -0.220, atom 4 (C): -0.043, atom 5 (C): -0.082

---

ORCA calculation (ωB97M-V with the def2-TZVPD basis set) on 12 unconnected molecules or ions with the total composition C9H42N18O12.

```
81
Properties=species:S:1:pos:R:3:forces:R:3
N 8.19675 8.78615 12.86717 -0.201 0.366 0.948
C 7.23554 9.70310 13.01675 0.518 -0.855 0.155
N 6.94991 10.20692 14.29536 0.709 -0.661 -2.263
O 6.64106 10.09806 11.99103 -0.571 0.843 0.869
H 8.65707 8.45917 13.68366 0.472 -0.229 0.400
H 8.47438 8.43566 11.93013 -0.303 0.093 0.139
H 6.16015 10.78337 14.19502 -1.018 0.824 0.593
H 7.12330 9.72135 15.15595 0.065 -0.103 -0.138
N 6.58396 8.37685 9.69017 0.720 0.181 1.891
C 7.84207 7.85128 9.56748 0.933 0.782 2.079
N 8.12433 7.37473 8.35135 1.580 -0.197 1.508
O 8.73935 7.81713 10.51261 -2.507 -0.320 -3.143
H 6.20374 8.84648 8.90259 -0.203 0.028 -1.093
H 6.46462 8.96122 10.52932 0.079 -0.513 -0.044
H 9.09468 7.11680 8.33274 -0.039 -0.362 -0.962
H 7.46656 7.35507 7.62182 -0.424 -0.010 -0.928
N 5.50128 15.24180 9.43379 0.518 0.221 -2.131
C 5.30271 14.51845 10.51744 -0.720 -0.997 0.379
N 5.31385 13.15801 10.33979 0.384 0.808 -0.654
O 5.05595 15.11342 11.55299 -0.123 -0.361 1.617
H 5.78163 14.82762 8.57012 0.169 -0.093 -0.348
H 5.61864 16.20998 9.57740 0.105 0.860 0.052
H 5.62623 12.80330 9.42419 -0.327 0.047 1.035
H 4.95322 12.60189 11.07978 0.045 -0.505 0.267
N 11.46643 8.85142 10.16513 0.979 1.536 -0.444
C 12.34062 9.54940 11.01698 -1.327 0.304 0.676
N 12.11702 10.90735 10.99171 1.041 -1.126 0.678
O 13.12957 9.02208 11.78504 -0.072 -0.032 -0.692
H 10.61522 9.32505 9.89204 0.025 0.125 0.208
H 11.26698 7.93023 10.42988 -0.064 -1.376 0.501
H 11.59037 11.32683 10.27558 -0.703 0.762 -0.697
H 12.73928 11.47652 11.53765 -0.009 0.080 -0.101
N 10.76329 12.14907 7.18180 -0.055 0.463 0.200
C 10.18099 11.07482 6.64055 -0.445 -1.182 0.444
N 10.69978 10.61246 5.46922 -1.647 -0.362 0.896
O 9.22596 10.50645 7.21555 -0.144 0.269 -1.048
H 11.75020 12.09457 7.23500 1.228 0.502 -0.236
H 10.37533 12.37928 8.08364 -0.237 0.314 0.650
H 11.56037 10.87734 5.10252 1.371 0.796 -0.473
H 10.31802 9.75640 5.15162 -0.220 -0.672 -0.248
N 13.03250 15.00850 12.63199 0.971 0.356 -1.146
C 11.88994 14.42100 12.96317 -2.036 -0.609 1.906
N 11.73975 13.75790 14.22386 -0.118 0.307 -1.478
O 10.91549 14.57683 12.21935 -0.128 -0.701 0.593
H 13.87424 14.89949 13.15413 0.301 -0.138 0.100
H 13.04283 15.25321 11.61815 0.141 -0.100 0.958
H 12.49897 13.54073 14.86215 -0.227 0.166 -0.572
H 10.84943 13.25613 14.36844 0.765 0.703 -0.149
N 8.16657 15.20205 13.12638 0.113 -0.974 0.143
C 7.72718 14.12064 13.88214 -1.288 0.947 2.249
N 6.37468 13.72635 13.74902 3.252 -0.116 -0.870
O 8.40457 13.70460 14.81480 0.114 -0.502 -0.448
H 9.18267 15.28633 13.14187 -0.124 -0.131 0.146
H 7.88614 15.11634 12.17974 -0.623 0.407 -1.078
H 5.92310 13.45527 14.57511 -0.366 -0.348 1.073
H 5.86883 14.20872 13.06271 -1.267 0.941 -1.000
N 14.32784 10.64446 8.67213 0.889 -4.408 -0.038
C 14.63944 11.89523 8.51605 1.550 2.342 0.338
N 15.98640 12.21120 8.41460 1.180 -0.508 -1.108
O 13.87875 12.82803 8.55588 -2.368 1.083 -0.140
H 13.40702 10.28590 8.79811 -0.653 0.434 0.118
H 15.03582 9.89184 8.76235 -0.611 1.232 -0.087
H 16.08218 13.19540 8.15916 -0.114 -0.481 0.215
H 16.47285 11.63237 7.72434 0.051 0.191 0.545
N 8.45577 11.05797 10.01656 -0.080 1.813 3.765
C 9.09061 12.16311 10.56282 0.629 -0.024 -0.561
N 8.87572 12.36552 11.89139 -0.197 0.403 0.010
O 9.88394 12.88876 9.90678 -0.758 -0.924 0.120
H 8.50216 10.83047 9.08434 0.341 -0.289 -2.462
H 7.66352 10.80594 10.60048 0.012 -0.698 -0.364
H 9.26772 13.21424 12.30419 0.280 -0.416 -0.568
H 8.08524 11.97460 12.40194 0.318 -0.077 -0.546
O 12.32635 15.21329 9.78330 0.224 0.790 0.436
H 12.95891 15.03037 9.09259 0.016 -0.514 -0.365
H 11.57166 14.62673 9.69903 -0.137 -0.358 0.056
O 6.48811 9.78103 7.00560 -0.714 -0.172 0.411
H 7.42005 10.06250 7.00012 0.071 0.199 -0.715
H 5.92553 10.14894 6.30587 0.873 -0.026 0.180
O 6.83315 12.95626 7.92917 0.049 0.139 -0.118
H 7.68557 12.91920 8.39045 -0.082 -0.057 -0.101
H 6.68960 12.07895 7.55868 0.171 -0.131 0.012
```
Positions in Å, forces in eV/Å.

For the largest force on an atom, the calculation gives 0.08745 hartree/bohr. The gap between HOMO and LUMO is 9.36 eV. Its electronic energy is -2257.042400 hartree. The structure (SMILES) is NC(N)=O.NC(N)=O.NC(N)=O.NC(N)=O.NC(N)=O.NC(N)=O.NC(N)=O.NC(N)=O.NC(N)=O.O.O.O.

Löwdin population analysis, charges in e, atoms 1 to 5: atom 1 (N): 0.192, atom 2 (C): -0.616, atom 3 (N): 0.176, atom 4 (O): -0.073, atom 5 (H): 0.098

---

ORCA calculation (ωB97M-V with the def2-TZVPD basis set) on 9 unconnected molecules or ions with the total composition H18O9.

```
27
Properties=species:S:1:pos:R:3:forces:R:3
O -25.37824 38.56715 27.08005 0.689 1.038 0.653
H -24.92561 38.97035 26.34685 0.885 0.997 -0.197
H -25.77498 37.91401 26.55465 -1.587 -2.094 -0.543
O -24.44641 37.77945 23.71775 -2.206 8.428 0.533
H -23.89318 37.14782 23.63270 6.512 -6.610 -0.978
H -25.23346 37.35324 23.80795 -4.154 -1.683 0.522
O -28.84065 37.47605 22.38526 0.350 1.190 3.083
H -28.97795 37.00694 21.62116 -0.379 -1.725 -2.985
H -29.06946 38.38300 22.21526 -0.043 0.553 -0.175
O -28.29872 34.39633 24.61378 -0.658 0.458 -3.337
H -28.36352 33.74632 25.30101 -0.278 -1.075 -0.115
H -28.57902 34.10234 23.65090 0.744 0.210 3.651
O -27.45949 36.12938 27.06092 -0.269 -1.372 2.691
H -27.96642 35.75901 27.83897 2.192 0.015 0.233
H -28.30949 36.26907 26.72235 -2.077 1.544 -3.032
O -26.87436 34.95440 21.60707 -1.855 -1.297 1.977
H -26.60367 35.04084 22.58254 -0.482 -0.010 -1.915
H -27.72495 34.38244 21.64074 2.317 1.333 -0.185
O -26.86935 36.61853 24.16883 -1.202 -0.333 -0.807
H -27.60180 36.77632 23.46500 1.546 -0.490 1.799
H -27.07299 35.81400 24.71863 -0.245 1.157 -1.043
O -29.80991 37.43451 25.69485 3.668 2.410 -0.376
H -29.16831 37.90269 25.03206 -1.074 -1.054 2.269
H -30.37621 37.12869 25.04702 -2.467 -1.513 -1.787
O -25.21311 34.44379 26.81793 0.603 1.591 0.348
H -25.95703 35.06999 26.65036 0.572 -0.611 0.343
H -24.51483 35.04712 27.20085 -1.102 -1.057 -0.627
```
Positions in Å, forces in eV/Å.

For the largest force on an atom, the calculation gives 0.18145 hartree/bohr. The gap between HOMO and LUMO is 10.33 eV. Its electronic energy is -687.878468 hartree. The structure (SMILES) is O.O.O.O.O.O.O.O.O.

Löwdin population analysis, charges in e, atoms 1 to 5: atom 1 (O): -0.031, atom 2 (H): 0.023, atom 3 (H): -0.039, atom 4 (O): 0.064, atom 5 (H): -0.070

---

ORCA calculation (ωB97M-V with the def2-TZVPD basis set) on a single C9H9N3S molecule.

```
22
Properties=species:S:1:pos:R:3:forces:R:3
C 3.82441 0.61010 -0.16769 -0.804 2.762 -0.946
C 2.33209 0.37858 -0.05897 1.352 -1.786 1.954
C 1.28621 1.11701 0.16011 -4.235 -1.780 0.001
C -0.24233 0.52708 0.22967 2.782 -0.188 -0.885
C -1.42643 1.27629 0.18796 1.927 0.962 0.071
C -1.41061 2.83973 0.28388 2.722 -4.644 3.573
N -2.58088 0.67057 0.16193 -1.299 2.163 -0.273
N -2.71532 -0.57681 -0.13048 -1.154 -1.761 -0.073
C -1.73022 -1.41442 -0.11166 0.623 -0.392 0.775
C -1.94032 -2.88189 -0.38472 -4.761 2.279 0.687
C -0.40426 -0.94540 0.21930 -1.597 3.622 -0.677
N 0.52682 -1.76079 0.53377 2.370 -2.213 0.147
S 2.10800 -1.51752 0.38800 -0.351 1.742 -0.202
H 4.50948 -0.06026 0.25958 0.336 -1.282 0.836
H 4.18465 1.63780 0.07753 -0.850 -0.593 0.685
H 4.04660 0.68741 -1.19587 0.359 -0.615 -1.614
H -0.36197 3.08411 0.03287 -0.698 0.666 0.848
H -1.84873 2.90732 1.31584 1.058 1.037 -0.714
H -2.06532 3.18153 -0.36173 -3.127 1.924 -3.258
H -3.02586 -3.27741 -0.41313 1.468 1.301 0.429
H -1.43608 -3.42269 0.28693 2.123 -2.191 2.465
H -1.62993 -3.06033 -1.31312 1.756 -1.011 -3.830
```
Positions in Å, forces in eV/Å.

For the largest force on an atom, the calculation gives 0.12565 hartree/bohr. The gap between HOMO and LUMO (alpha / beta) is 6.99 / 6.01 eV. Its electronic energy is -910.568475 hartree. The structure (SMILES) is CC1=C=c2c(C)nnc(C)c2=NS1.

Löwdin population analysis, charges in e, atoms 1 to 5: atom 1 (C): -0.132, atom 2 (C): -0.466, atom 3 (C): 0.110, atom 4 (C): -0.027, atom 5 (C): -0.306

---

ORCA calculation (ωB97M-V with the def2-TZVPD basis set) on a molecular structure, H22Mg4O35S6.

```
67
Properties=species:S:1:pos:R:3:forces:R:3
Mg -10.17862 11.55046 -17.68268 -1.545 0.244 -0.064
Mg -11.92510 8.95581 -12.83014 0.489 1.353 -0.048
Mg -14.10613 12.94527 -14.55416 -0.011 -0.728 0.241
Mg -9.74869 13.51106 -12.26572 -1.710 0.057 -0.154
S -13.81206 15.09044 -17.11727 1.392 0.772 -0.516
O -14.71988 16.23485 -16.93117 -0.695 -0.950 0.134
O -14.27103 14.10933 -18.17764 0.123 0.406 0.860
O -12.49659 15.66262 -17.50120 -0.089 -0.396 -0.754
O -13.58985 14.29255 -15.84258 -1.248 1.205 -1.212
S -12.86489 14.51610 -11.98330 -4.310 0.938 3.015
O -12.86490 16.01708 -12.03795 0.958 -0.752 -0.048
O -11.46952 14.03079 -12.15258 -0.090 0.546 -0.474
O -13.41866 13.99759 -10.69819 1.558 1.952 -1.968
O -13.75344 14.06414 -13.10718 1.365 0.895 1.125
S -14.62284 10.76916 -12.23600 -1.787 3.401 3.360
O -15.85804 9.99678 -11.97358 0.516 -1.031 -0.138
O -13.45238 9.83163 -12.44208 -1.465 -0.007 -0.146
O -14.90710 11.54081 -13.48982 0.502 -0.946 -0.614
O -14.33964 11.74042 -11.13431 -0.945 -2.921 -2.525
S -11.02652 11.64607 -14.53797 -1.620 0.158 0.507
O -11.10868 10.24530 -14.06202 1.183 1.545 -1.700
O -12.21961 12.39202 -14.52392 -2.012 -0.346 1.850
O -9.98108 12.38244 -13.79206 1.943 -0.905 0.059
O -10.62208 11.85852 -15.90858 2.477 -1.645 -1.891
S -12.38944 9.21524 -18.63229 -0.079 -0.342 -0.079
O -13.78726 9.60718 -18.55366 -0.500 0.716 -0.161
O -11.51722 10.26230 -17.99968 0.102 0.391 0.219
O -12.22956 7.96509 -17.87404 0.642 -0.910 0.828
O -11.87893 9.07550 -19.99719 0.059 -0.318 -0.993
S -10.71482 10.90339 -10.49664 -5.451 1.846 3.196
O -9.91037 11.98322 -11.19292 1.810 -1.608 0.565
O -10.87976 9.70825 -11.39014 1.684 -0.479 -0.181
O -10.10311 10.49340 -9.22203 1.900 -0.464 -0.610
O -12.05079 11.46895 -10.17183 2.983 -1.076 -0.992
O -12.83384 8.09299 -14.45566 -1.251 -1.613 -1.606
H -13.73257 7.78187 -14.19914 0.703 0.785 -0.254
H -12.83121 8.04229 -15.46423 0.379 0.429 1.340
O -10.30137 7.71007 -13.27859 1.709 -0.819 -0.220
H -10.14043 6.93097 -13.84226 -0.495 0.658 0.255
H -9.41690 8.14525 -13.19174 -1.130 0.088 0.183
O -8.91268 9.96776 -17.24357 1.434 -1.501 0.108
H -8.60551 9.46097 -18.02232 -0.510 0.261 0.579
H -8.98788 9.29377 -16.52153 -0.457 1.124 -0.823
O -14.55163 11.90770 -16.25723 0.061 -0.831 -1.317
H -14.40096 12.65272 -16.88088 -0.057 -0.173 -0.325
H -14.25224 11.10995 -16.76197 -0.316 0.733 0.632
O -7.80721 13.27840 -12.38929 2.677 -0.268 0.551
H -7.05001 13.88983 -12.33404 -0.747 -0.142 -0.073
H -7.45075 12.41302 -12.08806 -0.803 0.722 -0.106
O -11.06198 14.71521 -15.48539 1.053 0.204 0.527
H -10.72760 13.80914 -15.51983 -0.407 0.446 0.043
H -11.87980 14.65622 -14.94336 0.383 0.033 -0.770
O -8.16117 10.40856 -13.29457 1.212 -0.112 0.815
H -9.01022 10.88393 -13.41548 -0.113 0.008 0.457
H -7.87314 10.64367 -12.38114 -1.019 -0.702 -0.837
O -8.51720 12.83053 -17.46167 0.486 0.783 -1.227
H -8.07691 12.79249 -16.57214 -0.043 -0.190 -0.209
H -8.26437 13.70329 -17.81932 -0.577 -0.731 0.188
O -11.23250 13.18563 -18.35044 0.770 0.870 -1.092
H -10.82514 14.06126 -18.14510 -1.238 -0.515 0.330
H -12.06271 13.40909 -18.84034 0.266 -0.239 1.018
O -9.40715 15.30243 -13.36832 0.869 2.092 0.324
H -10.10650 15.97840 -13.15712 0.150 -1.225 -0.378
H -8.80951 15.76006 -14.00780 -1.003 -0.907 0.562
O -7.56141 12.69929 -15.19970 0.712 -0.059 1.096
H -8.35007 12.38162 -14.69922 -0.297 0.297 0.071
H -6.81924 12.56615 -14.58840 -0.526 -0.108 -0.534
```
Positions in Å, forces in eV/Å.

For the largest force on an atom, the calculation gives 0.12802 hartree/bohr. The gap between HOMO and LUMO is 2.52 eV. Its electronic energy is -5836.650696 hartree. Its charge is -4.

Löwdin population analysis, charges in e, atoms 1 to 5: atom 1 (Mg): 0.656, atom 2 (Mg): 0.612, atom 3 (Mg): 0.593, atom 4 (Mg): 0.557, atom 5 (S): 0.331

---

ORCA calculation (ωB97M-V with the def2-TZVPD basis set) on a single C4H5NO3 molecule.

```
13
Properties=species:S:1:pos:R:3:forces:R:3
N 1.89953 -1.50329 1.14968 -1.890 2.066 -0.936
C 1.07861 -0.72281 0.83581 1.229 -0.984 1.532
C -0.14316 0.11102 0.45260 1.434 0.193 0.123
O -1.03973 0.14794 1.50952 -0.725 1.097 -0.264
C 0.20194 1.54430 0.05902 -1.074 0.972 -0.644
O -0.45586 2.48093 0.50819 1.641 -1.793 -0.795
C -0.58559 -0.71155 -0.83916 -1.858 1.112 -1.216
O 0.47735 -1.21386 -1.64933 3.110 -0.304 4.133
H -1.33405 1.12173 1.61908 0.743 -1.815 -0.379
H 0.89948 1.58394 -0.82505 -0.274 0.537 0.809
H -1.18061 0.00168 -1.71459 1.038 -2.075 3.097
H -1.22019 -1.45422 -0.18836 0.633 0.633 -2.228
H 1.40229 -1.38582 -0.91740 -4.007 0.361 -3.231
```
Positions in Å, forces in eV/Å.

For the largest force on an atom, the calculation gives 0.10076 hartree/bohr. The gap between HOMO and LUMO is 10.49 eV. Its electronic energy is -435.781591 hartree. The structure (SMILES) is N#C[C@@](O)(C=O)CO.

Löwdin population analysis, charges in e, atoms 1 to 5: atom 1 (N): 0.192, atom 2 (C): -0.129, atom 3 (C): -0.497, atom 4 (O): 0.011, atom 5 (C): -0.137